{"formula": "C31H62BrIrN2O2Si", "method": "ωB97M-V/def2-TZVPD", "e_lumo_ev": [-5.19, -7.75], "spin_multiplicity": 5, "max_force_ev_per_a": 0.7, "s_squared": 6.016, "charge": 2, "e_above_lowest_kj_mol": 25.7, "species": ["Ir", "C", "C", "C", "C", "C", "C", "C", "C", "C", "C", "C", "C", "C", "C", "C", "C", "C", "H", "H", "H", "H", "H", "H", "H", "H", "H", "H", "H", "H", "H", "H", "H", "H", "H", "H", "H", "H", "H", "H", "H", "H", "H", "H", "H", "H", "H", "C", "O", "C", "O", "N", "N", "H", "H", "H", "H", "H", "H", "C", "C", "C", "C", "Si", "Br", "C", "C", "C", "C", "C", "C", "C", "C", "H", "H", "H", "H", "H", "H", "H", "H", "H", "H", "H", "H", "H", "H", "H", "H", "H", "H", "H", "H", "H", "H", "H", "H", "H", "H", "H"], "coordinates": [[-0.380, 0.506, -0.286], [-0.153, -0.917, -2.247], [-0.649, 0.408, -2.499], [-2.061, 0.407, -2.007], [-2.305, -0.896, -1.536], [-1.171, -1.743, -1.728], [-1.160, -3.237, -1.553], [-1.732, -3.648, -0.185], [-2.083, -3.806, -2.652], [0.246, -3.813, -1.736], [-3.192, 1.443, -2.066], [-4.487, 0.825, -1.522], [-2.909, 2.678, -1.198], [-3.470, 1.863, -3.519], [0.155, 1.347, -3.411], [1.646, 0.974, -3.359], [-0.321, 1.116, -4.856], [0.048, 2.829, -3.033], [0.827, -1.262, -2.541], [-3.248, -1.233, -1.133], [-2.694, -3.173, 0.013], [-1.055, -3.403, 0.637], [-1.884, -4.727, -0.163], [-3.120, -3.501, -2.497], [-2.043, -4.897, -2.627], [-1.769, -3.474, -3.643], [0.980, -3.344, -1.070], [0.599, -3.689, -2.761], [0.239, -4.881, -1.516], [-4.379, 0.482, -0.489], [-4.837, -0.006, -2.140], [-5.263, 1.589, -1.533], [-2.917, 2.404, -0.142], [-3.701, 3.414, -1.354], [-1.960, 3.159, -1.428], [-3.564, 0.995, -4.175], [-2.707, 2.524, -3.919], [-4.417, 2.405, -3.549], [1.844, 0.012, -3.836], [2.032, 0.955, -2.339], [2.209, 1.723, -3.915], [-0.172, 0.074, -5.147], [0.273, 1.739, -5.529], [-1.368, 1.365, -5.004], [0.283, 2.985, -1.974], [-0.930, 3.249, -3.243], [0.774, 3.400, -3.612], [4.477, 1.228, 0.635], [3.669, 0.192, 1.259], [2.437, 0.082, 0.845], [1.920, 0.791, -0.020], [1.769, -0.900, 1.498], [0.500, -1.258, 1.040], [5.427, 1.194, 1.154], [4.002, 2.196, 0.759], [4.609, 1.004, -0.420], [2.276, -1.514, 2.118], [-0.121, -1.393, 1.832], [0.544, -2.117, 0.500], [-2.845, 1.844, 5.179], [-1.502, 2.583, 5.103], [-1.415, 3.610, 6.254], [-0.386, 1.538, 5.268], [-1.373, 3.611, 3.524], [-0.890, 1.624, 1.862], [-2.988, 4.273, 2.793], [-3.580, 5.209, 3.873], [-2.720, 5.093, 1.523], [-4.024, 3.184, 2.461], [0.199, 4.631, 3.249], [1.408, 4.024, 3.973], [0.586, 4.801, 1.772], [-0.107, 6.015, 3.865], [-2.826, 1.184, 6.052], [-3.032, 1.223, 4.300], [-3.685, 2.527, 5.310], [-1.596, 3.086, 7.197], [-2.163, 4.403, 6.176], [-0.429, 4.075, 6.323], [-0.482, 1.095, 6.265], [0.614, 1.954, 5.193], [-0.483, 0.731, 4.539], [-2.900, 6.016, 4.157], [-3.867, 4.667, 4.776], [-4.485, 5.672, 3.469], [-2.113, 5.976, 1.721], [-3.680, 5.445, 1.131], [-2.236, 4.505, 0.743], [-4.532, 2.817, 3.349], [-3.602, 2.326, 1.935], [-4.787, 3.623, 1.810], [1.651, 3.027, 3.600], [1.269, 3.972, 5.053], [2.274, 4.668, 3.790], [0.807, 3.844, 1.294], [1.497, 5.408, 1.730], [-0.172, 5.313, 1.186], [-0.405, 5.954, 4.916], [-0.883, 6.554, 3.320], [0.804, 6.620, 3.821]], "lowdin_spin": [2.453, 0.142, 0.133, 0.151, 0.240, 0.278, 0.027, 0.011, 0.025, 0.002, 0.015, 0.002, 0.017, 0.008, 0.017, 0.002, 0.010, 0.012, 0.004, 0.007, 0.000, 0.000, 0.001, 0.001, 0.004, 0.001, 0.000, 0.000, 0.000, 0.000, 0.001, 0.000, 0.002, 0.002, 0.004, 0.000, 0.000, 0.001, 0.000, 0.000, 0.000, 0.000, 0.002, 0.000, 0.006, 0.000, 0.001, 0.001, 0.007, 0.009, 0.096, 0.006, 0.087, 0.000, 0.000, 0.000, 0.002, 0.000, 0.000, 0.001, 0.004, 0.001, 0.002, 0.016, 0.165, 0.002, 0.001, 0.000, 0.002, 0.003, 0.001, 0.001, 0.001, 0.000, 0.001, 0.000, 0.000, 0.000, 0.000, 0.000, 0.000, 0.001, 0.000, 0.000, 0.000, 0.000, 0.000, 0.000, 0.000, 0.002, 0.000, 0.001, 0.000, 0.000, 0.001, 0.000, 0.000, 0.000, 0.000, 0.000]}